No. 1
Below is the molecule C6H13N in a non-equilibrium geometry, with properties calculated with the ωB97M-V functional and the def2-TZVPD basis.

Each line ends with the Mulliken charge.
Atoms and positions in Å:
C -2.34 0.22 2.72  -0.712
C -1.80 -0.60 1.85  -0.200
C -0.35 -0.65 1.44  -0.438
C -0.22 -0.31 -0.11  -0.364
C 1.05 -0.82 -0.85  -0.717
N 1.92 0.09 -1.89  -0.395
C 1.34 1.32 -2.38  -0.840
H -3.44 0.25 2.79  0.234
H -1.83 0.98 3.31  0.279
H -2.42 -1.33 1.21  0.231
H 0.52 0.01 1.84  0.306
H 0.08 -1.68 1.65  0.281
H -1.21 -0.70 -0.58  0.318
H -0.42 0.80 -0.21  0.272
H 0.86 -1.61 -1.61  0.225
H 1.87 -1.08 -0.17  0.381
H 2.89 0.31 -1.46  0.248
H 0.38 1.06 -2.53  0.389
H 1.34 2.13 -1.59  0.257
H 1.77 1.59 -3.45  0.245

energy	-291.052161	a.u.
gap between HOMO and LUMO	9.60	eV
relative energy (zero: lowest compared OMol25 entry of this formula, charge and spin)	2.900	eV
SMILES	C=CCCCNC

No. 2
Below is a cluster of 2 separate species, C6H13N in total in a non-equilibrium geometry, with properties calculated with the ωB97M-V functional and the def2-TZVPD basis.

Each line ends with the Mulliken charge.
Atoms and positions in Å:
C -1.81 2.33 0.29  -1.336
C -0.89 1.13 0.45  -0.151
C 0.25 1.08 -0.54  -0.605
N 1.13 -0.06 -0.29  -0.219
C 1.60 -0.69 -1.36  -0.312
C 0.51 -2.05 -0.26  -0.413
C 0.80 -2.53 1.13  -0.581
H -2.28 2.37 -0.70  0.333
H -1.25 3.27 0.43  0.343
H -2.63 2.31 1.02  0.346
H -0.44 1.10 1.45  0.266
H -1.49 0.22 0.33  0.214
H 0.86 1.99 -0.42  0.269
H -0.16 1.11 -1.56  0.366
H 2.56 -1.20 -1.35  0.256
H 1.31 -0.34 -2.38  0.276
H -0.56 -1.91 -0.52  0.250
H 0.25 -3.53 0.83  0.275
H 1.81 -2.76 1.57  0.247
H 0.42 -1.83 1.89  0.175

energy	-290.974457	a.u.
gap between HOMO and LUMO	8.75	eV
relative energy (zero: lowest compared OMol25 entry of this formula, charge and spin)	5.015	eV

No. 3
Below is the molecule C6H13N in a non-equilibrium geometry, with properties calculated with the ωB97M-V functional and the def2-TZVPD basis.

Each line ends with the Mulliken charge.
Atoms and positions in Å:
C -2.46 1.34 2.13  -0.792
C -1.60 1.10 1.17  0.140
C -0.20 0.63 1.34  -0.832
C 0.06 -0.74 0.71  -0.427
N -0.12 -0.72 -0.74  -0.307
C 0.97 -1.29 -1.55  -0.436
C 1.86 -0.26 -2.22  -1.093
H -3.48 1.72 2.04  0.263
H -2.18 1.18 3.17  0.245
H -1.93 1.21 0.14  0.202
H 0.12 0.73 2.38  0.394
H 0.48 1.31 0.82  0.284
H -0.58 -1.50 1.15  0.257
H 1.08 -1.04 0.97  0.313
H -0.29 0.21 -1.09  0.168
H 0.52 -1.98 -2.26  0.358
H 1.57 -1.95 -0.91  0.322
H 1.28 0.63 -2.48  0.313
H 2.69 0.03 -1.58  0.266
H 2.19 -0.60 -3.20  0.361

energy	-291.116689	a.u.
gap between HOMO and LUMO	9.71	eV
relative energy (zero: lowest compared OMol25 entry of this formula, charge and spin)	1.144	eV
SMILES	C=CCCNCC

No. 4
Below is the molecule C6H13N in a non-equilibrium geometry, with properties calculated with the ωB97M-V functional and the def2-TZVPD basis.

Each line ends with the Mulliken charge.
Atoms and positions in Å:
C -0.98 0.54 -1.79  -1.197
C -0.67 1.47 -0.58  -0.361
C -0.98 0.99 0.82  -0.718
C -1.01 -0.53 1.02  -0.766
C 0.33 -1.21 0.94  -0.504
C 1.49 -0.67 0.59  0.153
N 2.59 -1.39 0.17  -0.460
H -0.42 0.94 -2.63  0.397
H -0.59 -0.46 -1.62  0.284
H -2.03 0.47 -2.06  0.321
H 0.40 1.64 -0.74  0.160
H -1.08 2.44 -0.86  0.434
H -1.82 1.51 1.28  0.387
H -0.15 1.29 1.47  0.268
H -1.45 -0.82 1.97  0.442
H -1.64 -0.94 0.22  0.341
H 0.32 -2.28 1.11  0.256
H 1.62 0.40 0.45  0.229
H 2.55 -2.39 0.23  0.158
H 3.51 -1.01 0.00  0.176

energy	-291.129259	a.u.
gap between HOMO and LUMO	8.87	eV
relative energy (zero: lowest compared OMol25 entry of this formula, charge and spin)	0.802	eV
SMILES	CCCC/C=C/N

No. 5
Below is a cluster of 2 separate species, C6H13N in total in a non-equilibrium geometry, with properties calculated with the ωB97M-V functional and the def2-TZVPD basis.

Each line ends with the Mulliken charge.
Atoms and positions in Å:
C 0.46 0.34 2.00  -0.803
C -0.26 -0.45 1.19  -0.280
C 0.42 -1.54 0.10  0.639
C 1.72 -1.47 -0.18  -1.022
N -0.46 -2.42 -0.50  -0.465
H 1.34 0.87 1.66  0.237
H 0.22 0.39 3.06  0.263
H -1.17 -0.90 1.59  0.364
H 2.36 -0.74 0.32  0.214
H 2.17 -2.03 -0.99  0.264
H -0.04 -3.11 -1.12  0.215
H -1.16 -2.81 0.12  0.219
C -1.20 1.19 -0.80  -0.399
C -0.26 2.35 -0.99  -0.993
H -2.13 1.48 -0.32  0.335
H -1.40 0.65 -1.72  0.311
H -0.56 0.24 -0.29  0.002
H -0.66 3.06 -1.72  0.344
H -0.10 2.87 -0.04  0.272
H 0.71 2.02 -1.37  0.281

energy	-291.034221	a.u.
gap between HOMO and LUMO	9.12	eV
relative energy (zero: lowest compared OMol25 entry of this formula, charge and spin)	3.389	eV
SMILES	C=CC(=C)N.CC

No. 6
Below is the molecule C6H13N in a non-equilibrium geometry, with properties calculated with the ωB97M-V functional and the def2-TZVPD basis.

Each line ends with the Mulliken charge.
Atoms and positions in Å:
C -1.72 -0.46 -2.71  -1.276
C -0.94 -0.70 -1.41  -0.127
C -1.50 0.04 -0.21  -0.313
C -0.81 0.26 0.91  -0.370
N 0.41 -0.35 1.25  -0.381
C 1.52 0.48 1.76  -0.370
C 2.66 0.62 0.77  -1.029
H -1.01 -0.43 -3.53  0.360
H -2.65 -1.02 -2.77  0.325
H -2.05 0.58 -2.67  0.336
H 0.12 -0.48 -1.50  0.122
H -1.02 -1.75 -1.10  0.267
H -2.48 0.49 -0.27  0.343
H -1.33 0.68 1.75  0.331
H 0.74 -0.94 0.50  0.215
H 1.03 1.36 2.18  0.382
H 1.83 -0.01 2.70  0.295
H 2.41 0.23 -0.22  0.325
H 3.53 0.05 1.09  0.281
H 2.98 1.66 0.68  0.283

energy	-291.115988	a.u.
gap between HOMO and LUMO	8.99	eV
relative energy (zero: lowest compared OMol25 entry of this formula, charge and spin)	1.164	eV
SMILES	CC/C=C\NCC

No. 7
Below is the molecule C6H13N in a non-equilibrium geometry, with properties calculated with the ωB97M-V functional and the def2-TZVPD basis.

Each line ends with the Mulliken charge.
Atoms and positions in Å:
C -2.43 0.67 -0.64  -1.227
C -1.62 -0.37 0.12  -0.432
N -0.22 -0.38 -0.27  -0.119
C 0.56 -1.22 0.67  -0.705
C 1.98 -0.88 0.24  -0.649
C 1.91 0.63 -0.02  -0.583
C 0.44 0.92 -0.30  -0.553
H -3.51 0.47 -0.57  0.393
H -2.18 0.63 -1.70  0.325
H -2.21 1.67 -0.29  0.290
H -1.71 -0.15 1.19  0.340
H -2.02 -1.38 -0.03  0.366
H 0.30 -2.25 0.47  0.382
H 0.42 -0.82 1.68  0.384
H 2.20 -1.43 -0.68  0.291
H 2.79 -1.16 0.92  0.360
H 2.59 0.89 -0.82  0.279
H 2.29 1.17 0.85  0.286
H 0.41 1.40 -1.28  0.240
H 0.00 1.59 0.46  0.335

energy	-291.148421	a.u.
gap between HOMO and LUMO	9.62	eV
relative energy (zero: lowest compared OMol25 entry of this formula, charge and spin)	0.281	eV
SMILES	CCN1CCCC1

No. 8
Below is the molecule C6H13N in a non-equilibrium geometry, with properties calculated with the ωB97M-V functional and the def2-TZVPD basis.

Each line ends with the Mulliken charge.
Atoms and positions in Å:
C 0.98 2.30 1.63  -1.076
C -0.45 2.00 1.15  -0.637
C -0.50 1.12 -0.07  -0.319
C -0.17 -0.32 0.21  -0.332
C -0.10 -1.35 -0.66  0.437
C -0.20 -2.78 -0.23  -1.516
N 0.16 -1.15 -2.03  -0.529
H 1.47 1.39 1.98  0.272
H 1.10 3.08 2.38  0.349
H 1.51 2.62 0.73  0.269
H -1.02 2.93 1.05  0.366
H -0.93 1.49 1.99  0.308
H -1.51 1.17 -0.48  0.265
H 0.22 1.43 -0.85  0.266
H 0.14 -0.53 1.23  0.319
H -0.85 -3.33 -0.91  0.401
H 0.79 -3.24 -0.22  0.333
H -0.59 -2.85 0.77  0.353
H 0.60 -1.93 -2.48  0.253
H 0.63 -0.27 -2.18  0.220

energy	-291.134286	a.u.
gap between HOMO and LUMO	8.69	eV
relative energy (zero: lowest compared OMol25 entry of this formula, charge and spin)	0.666	eV
SMILES	CCC/C=C(/C)N